A 2-piece molecular cluster, C22H30N overall in a non-equilibrium geometry, computed with ωB97M-V/def2-TZVPD.

Output
E_LUMO ... -4.2 eV
Spin multiplicity ... 1
Gap between HOMO and LUMO ... 0.258 hartree
Total charge ... +1
Max |F| ... 3.1 eV/A
E_HOMO ... -11.2 eV

The geometry in XYZ format:
```
53
Properties=species:S:1:pos:R:3:lowdin_charge:R:1
C 3.530 -0.264 2.432 -0.198
C 2.662 -1.345 3.072 -0.169
C 1.261 -1.358 2.466 -0.130
N 0.586 -0.038 2.418 0.013
C -0.751 0.010 2.115 -0.116
C -1.557 1.186 2.193 -0.063
C -2.904 1.004 2.884 -0.152
C -3.609 -0.333 2.538 -0.166
C -2.893 -1.047 1.398 -0.172
C -1.406 -1.276 1.709 -0.096
C 1.395 1.162 2.210 -0.118
C 2.877 1.088 2.644 -0.160
H 4.520 -0.264 2.910 0.123
H 3.674 -0.468 1.372 0.117
H 3.115 -2.332 2.906 0.126
H 2.608 -1.186 4.157 0.125
H 1.323 -1.773 1.444 0.141
H 0.652 -2.051 3.070 0.128
H -1.039 2.076 2.593 0.106
H -2.695 1.015 3.976 0.130
H -3.607 1.823 2.691 0.086
H -3.586 -0.943 3.454 0.117
H -4.676 -0.185 2.289 0.119
H -3.393 -1.996 1.147 0.131
H -2.952 -0.414 0.504 0.081
H -0.924 -1.728 0.831 0.140
H -1.317 -1.980 2.547 0.132
H 1.361 1.417 1.145 0.100
H 0.928 1.989 2.749 0.123
H 2.941 1.371 3.702 0.121
H 3.407 1.856 2.072 0.121
C -3.773 2.614 0.535 -0.127
C -4.147 3.915 1.315 -0.149
C -2.793 4.490 1.670 -0.015
C -1.786 3.718 1.214 -0.058
C -2.264 2.433 0.692 -0.195
C -1.583 1.764 -0.429 -0.199
C -0.210 1.953 -0.658 -0.055
C 0.503 1.090 -1.501 -0.063
C -0.202 0.134 -2.271 -0.076
C -1.585 0.046 -2.162 -0.074
C -2.278 0.876 -1.285 -0.052
H -4.422 1.787 0.832 0.116
H -3.965 2.771 -0.556 0.143
H -4.743 4.602 0.678 0.128
H -4.773 3.688 2.200 0.119
H -2.720 5.442 2.221 0.126
H -0.709 3.937 1.339 0.125
H 0.308 2.777 -0.170 0.107
H 1.585 1.195 -1.611 0.110
H 0.357 -0.529 -2.946 0.112
H -2.146 -0.656 -2.806 0.122
H -3.370 0.821 -1.257 0.116
```

***

One molecule with the formula C22H30N2O4S, computed with ωB97M-V/def2-TZVPD.

Output
E_LUMO ... 0.6 eV
Spin multiplicity ... 1
Gap between HOMO and LUMO ... 0.311 hartree
Max |F| ... 0.8 eV/A
E_HOMO ... -7.8 eV

The geometry in XYZ format:
```
59
Properties=species:S:1:pos:R:3:lowdin_charge:R:1
C -3.980 -0.328 -2.027 -0.057
C -3.908 1.189 -2.175 -0.231
O -2.585 1.683 -2.122 -0.067
C -2.020 2.003 -0.924 -0.221
C -2.605 1.764 0.315 -0.020
C -1.988 2.200 1.475 -0.096
C -0.784 2.878 1.419 -0.108
C -0.186 3.092 0.189 -0.050
C -0.776 2.655 -0.986 -0.131
C -0.112 2.904 -2.322 -0.123
N 0.828 1.910 -2.804 -0.153
C 2.161 1.905 -2.247 -0.182
C 2.348 0.995 -1.026 -0.162
C 1.889 -0.416 -1.379 -0.153
C 0.423 -0.359 -1.804 -0.296
C 0.308 0.580 -3.022 -0.138
H -0.733 0.668 -3.331 0.120
H 0.880 0.137 -3.849 0.131
C -0.137 -1.735 -2.156 -0.197
N 0.012 -2.662 -1.048 -0.118
S -0.841 -2.366 0.368 0.672
O -1.867 -1.381 0.160 -0.290
O -1.230 -3.657 0.864 -0.290
C 0.422 -1.706 1.432 -0.296
C 1.456 -2.535 1.814 -0.056
C 2.477 -2.047 2.611 -0.001
C 2.453 -0.716 3.027 -0.263
C 1.389 0.107 2.641 0.021
C 0.377 -0.388 1.848 -0.046
H -0.453 0.230 1.546 0.088
H 1.385 1.131 2.977 0.118
O 3.399 -0.130 3.799 -0.074
C 4.495 -0.900 4.237 -0.082
H 5.105 -0.226 4.836 0.094
H 4.172 -1.742 4.857 0.097
H 5.086 -1.272 3.395 0.097
H 3.280 -2.706 2.901 0.106
H 1.450 -3.562 1.484 0.120
H -0.143 -3.623 -1.312 0.106
H 0.410 -2.151 -3.007 0.133
H -1.193 -1.626 -2.434 0.111
H -0.171 0.045 -0.981 0.115
H 2.014 -1.087 -0.528 0.094
H 2.490 -0.802 -2.207 0.124
H 1.759 1.363 -0.185 0.087
H 3.400 0.994 -0.733 0.112
H 2.441 2.932 -2.002 0.115
H 2.836 1.554 -3.040 0.120
H 0.427 3.855 -2.280 0.124
H -0.894 2.988 -3.082 0.125
H 0.753 3.625 0.135 0.116
H -0.315 3.237 2.323 0.101
H -2.461 2.009 2.428 0.111
H -3.536 1.227 0.393 0.111
H -4.271 1.485 -3.166 0.124
H -4.532 1.686 -1.423 0.116
H -5.018 -0.641 -1.954 0.080
H -3.531 -0.806 -2.895 0.073
H -3.442 -0.654 -1.139 0.040
```

***

C22H30N4O2 as an isolated structure in a non-equilibrium geometry, computed with ωB97M-V/def2-TZVPD.

Output
E_LUMO ... 0.3 eV
Spin multiplicity ... 1
Gap between HOMO and LUMO ... 0.302 hartree
Max |F| ... 18.0 eV/A
E_HOMO ... -7.9 eV

The geometry in XYZ format:
```
58
Properties=species:S:1:pos:R:3:lowdin_charge:R:1
C 6.320 2.373 1.531 -0.155
H 7.212 1.988 0.783 0.151
O 5.173 2.445 0.787 -0.140
C 4.570 1.126 0.366 -0.071
C 5.167 -0.248 0.399 -0.074
C 4.476 -1.312 0.136 -0.158
C 3.213 -1.308 -0.384 -0.240
C 2.659 0.076 -0.831 0.015
C 3.218 1.233 -0.338 0.005
H 2.836 2.123 -0.369 0.038
H 1.662 0.293 -1.182 0.097
C 2.525 -2.328 -1.169 -0.195
N 1.256 -2.627 -0.786 -0.258
C 0.481 -3.347 -1.367 -0.387
C -0.976 -3.535 -0.969 -0.023
H -1.757 -3.706 -1.517 0.035
H -1.034 -4.509 -0.089 0.196
C -1.313 -2.274 -0.020 -0.395
N -2.561 -2.052 0.210 -0.069
C -3.431 -1.001 0.658 -0.108
C -4.713 -1.477 0.802 -0.079
C -4.707 -2.774 0.978 -0.077
N -3.394 -3.155 0.515 0.093
H -5.421 -3.537 1.197 0.101
H -5.503 -0.688 0.912 0.127
N -2.766 0.243 0.432 0.222
C -3.527 1.214 0.540 -0.471
O -4.688 1.624 0.711 0.038
C -2.697 2.570 0.493 -0.069
H -1.883 2.546 1.293 0.129
C -3.397 4.038 0.328 -0.194
H -4.477 3.720 0.527 0.124
H -2.947 4.666 1.117 0.117
C -3.297 4.351 -1.063 -0.260
C -1.925 3.938 -1.470 -0.273
H -1.698 4.265 -2.513 0.119
C -1.822 2.573 -1.131 -0.115
H -0.828 2.225 -0.577 0.134
H -2.387 1.959 -1.649 0.045
H -1.239 4.730 -0.886 0.166
H -3.300 5.484 -0.916 0.144
H -4.174 4.108 -1.447 0.074
H -1.956 0.221 0.291 -0.011
C -0.413 -2.275 1.160 -0.135
C 0.944 -2.542 0.685 -0.156
H 1.952 -2.061 1.259 0.173
H 1.282 -3.762 1.105 0.181
H -0.645 -2.915 1.957 0.108
H -0.308 -1.018 1.405 0.189
H -1.191 -1.319 -0.729 0.200
H 0.462 -3.069 -2.499 0.163
H 0.957 -4.388 -1.415 0.136
H 2.848 -2.356 -2.261 0.159
H 3.241 -3.406 -0.624 0.182
H 5.149 -2.241 0.337 0.154
H 6.144 -0.052 1.248 0.173
H 6.442 3.356 1.613 0.040
H 6.182 1.796 2.427 0.085
```

***

One molecule with the formula C22H30N4O4, computed with ωB97M-V/def2-TZVPD.

Output
E_LUMO ... 0.7 eV
Spin multiplicity ... 1
Gap between HOMO and LUMO ... 0.359 hartree
Max |F| ... 1.0 eV/A
E_HOMO ... -9.1 eV

The geometry in XYZ format:
```
60
Properties=species:S:1:pos:R:3:lowdin_charge:R:1
C -2.616 -0.784 2.357 -0.059
H -2.587 -0.740 3.443 0.082
H -3.021 0.157 1.996 0.067
H -3.286 -1.591 2.066 0.084
C -1.216 -1.032 1.802 -0.416
C -0.620 -2.290 2.433 -0.075
H 0.397 -2.451 2.082 0.075
H -0.597 -2.199 3.516 0.076
H -1.215 -3.164 2.174 0.082
C -1.218 -1.189 0.278 -0.110
H -0.236 -1.549 -0.033 0.113
H -1.966 -1.924 -0.024 0.125
C -1.476 0.112 -0.508 -0.184
N -0.628 1.189 -0.069 0.123
C 0.675 1.259 -0.366 -0.395
O 1.256 0.393 -1.020 0.039
C 1.327 2.460 0.174 -0.131
C 2.644 2.892 0.115 -0.077
N 2.663 4.071 0.800 0.134
C 1.411 4.313 1.238 -0.158
N 0.588 3.368 0.881 0.116
H 1.134 5.177 1.807 0.122
H 3.510 4.608 0.921 0.163
C 3.928 2.405 -0.445 -0.433
O 4.950 3.052 -0.254 0.048
N 3.842 1.273 -1.147 0.098
C 5.000 0.594 -1.680 -0.115
C 5.241 -0.720 -0.977 -0.204
C 4.216 -1.653 -0.873 -0.037
C 4.430 -2.857 -0.225 -0.083
C 5.671 -3.145 0.319 -0.097
C 6.696 -2.220 0.217 -0.088
C 6.480 -1.012 -0.425 -0.041
H 7.280 -0.290 -0.495 0.111
H 7.665 -2.437 0.642 0.101
H 5.838 -4.086 0.822 0.099
H 3.627 -3.575 -0.147 0.101
H 3.245 -1.435 -1.293 0.104
H 4.841 0.415 -2.750 0.133
H 5.858 1.259 -1.553 0.119
H 2.933 0.802 -1.203 0.085
H -1.056 1.965 0.423 0.130
C -2.925 0.589 -0.451 -0.460
O -3.234 1.692 -0.071 0.111
O -3.737 -0.347 -0.905 0.040
C -5.170 -0.124 -1.023 -0.558
C -5.780 0.180 0.343 -0.017
H -5.543 -0.615 1.047 0.084
H -5.398 1.120 0.731 0.083
H -6.860 0.254 0.248 0.091
C -5.703 -1.448 -1.570 -0.019
H -5.231 -1.676 -2.522 0.088
H -6.777 -1.386 -1.712 0.090
H -5.484 -2.254 -0.874 0.088
C -5.434 1.013 -2.009 -0.015
H -6.503 1.115 -2.171 0.091
H -5.046 1.950 -1.619 0.081
H -4.952 0.802 -2.962 0.093
H -1.252 -0.103 -1.563 0.168
H -0.579 -0.181 2.063 0.135
```

***

Question: Number 2 is which compound?
Answer: C22H30N2O4S

***

Question: Which formula does entry 1 have?
Answer: C22H30N

***

Question: Number 2 is which compound?
Answer: C22H30N2O4S